# 1
This record from the Open Molecules 2025 dataset describes 6 unconnected molecules or ions with the total composition C33H46Cl2N5O5P. The level of theory is ωB97M-V with the def2-TZVPD basis set.

Each line ends with the Löwdin charge.
Cartesian coordinates (Å):
Cl 1.3267 0.2133 0.4072  0.82
Cl -0.2951 2.0611 2.3106  0.69
P 4.2531 2.7028 -1.7025  0.47
O 4.0576 3.6097 -0.4024  -0.19
O 5.4936 3.0411 -2.4096  -0.25
O 0.8721 -2.1771 -2.4406  0.13
O 4.0764 1.1955 -1.2015  -0.26
O -0.5094 -0.5363 -1.9006  0.06
N -3.3275 4.9550 3.9115  0.00
N 3.1462 -3.3249 -4.1857  0.02
N -8.9386 5.0335 5.6295  0.00
N -1.1804 -5.9352 0.7573  0.01
N 3.0681 -6.8485 -1.9076  0.01
C 4.1404 -4.2605 -4.2020  -0.16
C -0.0748 1.0683 -0.1434  -0.61
C -8.3764 3.7859 5.6442  -0.15
C 2.1576 4.5898 0.7671  -0.06
C 4.6385 -4.3357 -5.4772  -0.11
C 6.3455 0.6364 -0.3781  -0.07
C 3.7035 -8.1648 -0.2480  -0.11
C 0.6939 1.3714 -2.6108  -0.22
C -1.9496 -5.4199 1.7635  -0.14
C -5.3537 5.8414 3.9353  -0.11
C -8.8169 3.1147 4.5356  -0.11
C 0.6551 -1.0159 -2.4001  -0.51
C 3.1085 3.3976 0.6567  -0.27
C 3.0007 -2.7954 -5.4348  -0.14
C -9.7329 5.1688 4.5234  -0.15
C 2.3724 -7.7304 0.0005  -0.11
C -0.3862 0.8690 -1.6113  -0.25
C 1.5388 0.1190 -2.8693  -0.05
C -4.7951 6.0207 2.6415  -0.11
C -1.4194 -7.2765 0.6320  -0.15
C 4.8465 0.6571 -0.1058  -0.26
C -4.4255 5.1816 4.6957  -0.14
C 4.1035 -7.6040 -1.4325  -0.14
C -9.6789 3.9932 3.8237  -0.11
C 1.3737 2.6929 -2.2138  -0.15
C -2.0167 2.6232 0.2760  -0.09
C 3.9140 -3.3987 -6.2616  -0.11
C -3.5442 5.4629 2.6586  -0.15
C 2.8027 2.8809 -2.7514  -0.18
C 2.0118 -6.9206 -1.0436  -0.15
C -0.7829 1.8470 0.6650  -0.72
C -2.6914 -6.4434 2.2899  -0.12
C -2.3542 -7.6231 1.5710  -0.11
H -10.2676 6.0829 4.3304  0.10
H -8.5488 2.1082 4.2618  0.09
H 1.3291 2.8176 -1.1293  0.07
H 2.5294 5.4138 0.1525  0.09
H -4.4555 4.8512 5.7196  0.10
H 2.9936 2.1974 -3.5893  0.10
H -0.9067 -7.8669 -0.1086  0.10
H -10.1984 3.7850 2.9035  0.09
H 5.4290 -4.9874 -5.8100  0.09
H 4.6193 1.2235 0.8025  0.10
H 6.5388 0.4859 -1.4439  0.09
H 3.0708 -6.3246 -2.7652  0.11
H -1.9046 -4.3749 2.0180  0.10
H 2.5660 2.4566 0.5039  0.05
H 3.6914 3.2785 1.5770  0.12
H 1.1413 4.3397 0.4416  0.05
H -2.4884 4.4893 4.2050  0.14
H -1.3447 1.3396 -1.8363  0.15
H 4.4212 -4.7808 -3.3015  0.09
H 2.5077 0.0713 -2.3677  0.11
H 6.7991 -0.1917 0.1774  0.08
H 4.0442 -3.1957 -7.3114  0.09
H 0.7582 3.5032 -2.6233  0.12
H 4.2975 -8.8149 0.3723  0.09
H -2.7859 5.3876 1.8977  0.10
H -3.3965 -6.3578 3.0997  0.09
H -0.5340 -5.4069 0.2001  0.13
H -2.7524 -8.6118 1.7259  0.09
H 0.1389 1.5521 -3.5394  0.15
H -1.7551 3.5871 -0.1780  0.09
H 1.7018 -0.0337 -3.9419  0.13
H -8.7888 5.7427 6.3231  0.14
H 2.2577 -2.0422 -5.6349  0.10
H 2.9342 3.8934 -3.1556  0.10
H 2.0963 4.9440 1.8001  0.08
H -7.7116 3.4853 6.4357  0.10
H 5.0319 -7.6781 -1.9726  0.11
H 4.4599 -0.3563 0.0409  0.11
H 2.5975 -3.0663 -3.3800  0.11
H -2.6433 2.0534 -0.4173  0.09
H -2.6149 2.8319 1.1641  0.06
H 6.8322 1.5650 -0.0660  0.08
H 1.7528 -7.9824 0.8454  0.09
H -6.3315 6.1515 4.2652  0.08
H -5.2608 6.5014 1.7977  0.09
H 1.0981 -6.3895 -1.2502  0.09

Values from the calculation:
LUMO level = 0.07 eV
2S+1 = 1
HOMO-LUMO gap = 8.23 eV
SMILES = CCOP(=O)(CC[C@H]1CC(=O)O[C@H]1/C(Cl)=C(\C)Cl)OCC.c1cc[nH]c1.c1cc[nH]c1.c1cc[nH]c1.c1cc[nH]c1.c1cc[nH]c1
total charge = 0



# 2
This record from the Open Molecules 2025 dataset describes a molecular structure, C33H46FeNP3. The level of theory is ωB97M-V with the def2-TZVPD basis set.

Each line ends with the Löwdin charge.
Cartesian coordinates (Å):
Fe 0.0862 -0.6211 -0.2732  0.57
P -0.1600 -1.5318 -5.1549  0.88
P 0.0711 1.8396 -5.2390  0.86
P -0.1804 1.0071 2.5923  0.79
N -0.0426 0.2642 1.1735  -0.35
C -0.6994 0.5020 5.2983  -0.09
C -0.7468 1.8259 -1.4231  -0.12
C -1.5635 1.2437 -2.5236  -0.22
C -1.0802 -3.0029 -5.7086  -0.27
C -0.4080 -0.5244 -6.6980  -0.42
C 0.3321 -2.3079 0.4792  -0.31
C 0.0840 -2.1803 5.1354  -0.07
C -2.5133 4.3508 2.5457  -0.09
C -0.8480 -1.3531 -2.5289  -0.23
C 1.5285 -2.1170 -5.5660  -0.26
C -3.6944 3.9071 3.1449  -0.09
C -1.5958 2.1135 2.6886  -0.30
C -1.8838 -0.2962 -2.6959  -0.20
C -2.8231 1.6461 3.2015  -0.08
C 3.6007 2.5364 2.5268  -0.08
C 0.6185 1.9662 -1.3663  -0.12
C 1.6390 1.2675 -2.2138  -0.19
C -1.4663 3.4615 2.2975  -0.09
C 2.4634 1.7770 2.2390  -0.08
C -0.2805 -1.6295 6.3704  -0.09
C 0.0679 -1.3951 3.9773  -0.06
C 1.1900 0.0515 -3.0897  -0.31
C 0.5707 -1.1970 -2.5700  -0.25
C 1.2685 2.0327 2.9284  -0.29
C -1.5789 2.5192 -5.6520  -0.26
C -0.6684 -0.2892 6.4485  -0.08
C 0.3410 0.8014 -6.7237  -0.41
C 1.2340 3.0104 3.9424  -0.09
C 3.5615 3.5240 3.5175  -0.09
C 2.3810 3.7467 4.2357  -0.08
C 1.1450 3.2483 -5.6242  -0.27
C -3.8565 2.5510 3.4489  -0.08
C -0.3173 -0.0508 4.0553  -0.28
H 0.4095 -3.0823 -0.2905  -0.03
H -4.7898 2.1926 3.8876  0.10
H 1.8405 -2.8686 -4.8322  0.05
H -1.0146 -3.7873 -4.9486  0.04
H 0.3121 3.1985 4.4934  0.10
H -0.5477 -2.4545 1.1374  -0.01
H 0.7240 3.7282 -6.5126  0.03
H 1.4436 -2.5710 -6.5590  0.04
H 2.3470 4.5002 5.0262  0.10
H 2.0666 1.9665 -2.9483  0.09
H 2.4978 0.9921 1.4819  0.09
H 1.2428 -2.2078 1.0860  -0.02
H 0.3431 -1.8228 3.0145  0.07
H -2.9476 0.5911 3.4361  0.11
H -0.2630 -2.2418 7.2696  0.10
H 2.4835 0.9485 -1.5745  0.11
H 0.4006 0.4924 -3.7597  -0.05
H 4.4481 4.1163 3.7387  0.10
H -1.3004 2.0919 -0.5180  0.09
H 1.1912 -2.0878 -2.3651  0.11
H -2.3913 5.4051 2.2783  0.10
H -2.3390 1.7308 -5.7103  0.05
H 0.3834 -3.2251 5.0737  0.10
H 4.5247 2.3503 1.9778  0.10
H -1.1805 1.6125 -3.4922  -0.01
H 1.4282 0.6688 -6.8556  0.08
H -2.5683 1.6908 -2.4465  0.11
H -0.5426 3.8115 1.8379  0.11
H 1.0284 2.4159 -0.4593  0.09
H 2.1580 2.8936 -5.8283  0.04
H -2.6956 -0.5360 -1.9857  0.11
H -0.0403 -1.1736 -7.5036  0.07
H -0.0335 1.4143 -7.5488  0.07
H -1.4955 -0.3936 -6.8296  0.08
H -4.4941 4.6154 3.3681  0.10
H -1.8711 3.2515 -4.8902  0.05
H -1.0262 1.5384 5.3651  0.10
H 2.0667 -0.1743 -3.7304  0.11
H -0.9499 0.1488 7.4070  0.10
H -0.6055 -3.3263 -6.6421  0.03
H 2.2546 -1.2946 -5.5918  0.04
H -1.2365 -2.3402 -2.2024  0.12
H -2.3722 -0.3500 -3.6941  0.10
H -2.1235 -2.7310 -5.8875  0.04
H 1.1479 3.9438 -4.7762  0.04
H -1.4650 3.0102 -6.6249  0.04

Values from the calculation:
LUMO level (alpha / beta) = 0.62 / 0.60 eV
2S+1 = 5
HOMO-LUMO gap (alpha / beta) = 5.70 / 7.27 eV
total charge = 0
energy above the lowest of the compared OMol25 structures with the same formula, charge and spin = 0.0 kcal/mol
<S²> = 6.0331



# 3
This record from the Open Molecules 2025 dataset describes a molecular structure, C33H47BGeHgN11O2Si3. The level of theory is ωB97M-V with the def2-TZVPD basis set.

Each line ends with the Löwdin charge.
Cartesian coordinates (Å):
Hg -0.2377 -0.8025 0.7584  0.94
Ge -0.8984 1.4843 -0.3026  0.64
Si -3.2690 1.6508 1.0545  0.49
Si -1.9063 1.6366 -2.5846  0.38
Si 0.3816 3.4612 0.4631  0.35
O -3.8537 -1.6891 2.9246  0.08
O -3.6906 -3.6087 0.7280  0.07
N 2.2027 -2.5630 -0.5247  0.03
N 2.8132 -0.2996 -1.6438  0.02
N 2.2690 0.1639 1.2223  0.02
N -0.3566 -1.8885 3.3807  0.09
N 1.6243 0.3295 -1.7637  0.03
N 4.6267 -1.8165 -0.9415  -0.03
N 4.8287 -2.7178 -1.9244  0.06
N -2.1857 -1.9828 1.3558  0.03
N 3.2153 -0.7110 0.8268  0.00
N -1.2861 -1.8844 -1.2356  0.04
N 1.1873 -2.5930 0.3818  -0.04
C -2.6806 -1.7850 2.6151  -0.48
C -4.0145 3.3127 0.5242  -0.20
C 2.2669 -3.7610 -1.1452  -0.06
C -3.4903 0.5852 -2.5930  -0.22
C 2.1743 3.5858 -0.1265  -0.22
C 3.6896 0.1969 -2.5463  -0.06
C 0.5330 -1.9295 4.3671  -0.13
C -2.4405 -3.4235 -3.2207  -0.04
C 4.0452 -0.9943 1.8515  -0.08
C 1.2779 -4.5776 -0.6407  -0.05
C 0.2130 -1.6623 5.6891  -0.05
C 2.5279 0.4465 2.4927  -0.17
C -2.8222 -2.7888 0.4753  -0.50
C -0.8055 -1.8636 -2.4736  -0.15
C -1.3404 -2.6240 -3.4994  -0.04
C -0.5336 5.0529 -0.0386  -0.21
C -0.9070 1.1411 -4.1310  -0.23
C -2.3082 -2.6878 -0.9520  -0.21
C 6.7975 -1.7845 -1.3767  -0.07
C 3.0595 1.1711 -3.2802  -0.04
C -2.9300 -3.4599 -1.9263  0.01
C -1.0946 -1.3203 6.0003  -0.05
C -2.0373 -1.3398 4.9877  -0.01
C -4.5068 0.2904 0.6613  -0.19
C -1.6280 -1.6437 3.6947  -0.23
C 1.7732 1.2154 -2.7416  -0.22
C 0.6320 -3.7975 0.3120  -0.17
C 3.6473 -0.2588 2.9452  -0.06
C -2.4400 3.4366 -2.8900  -0.22
C 5.8057 -1.2286 -0.6082  -0.11
C 6.1221 -2.7156 -2.1835  -0.15
C 0.4252 3.5278 2.3595  -0.20
C -2.8159 1.7214 2.8883  -0.21
B 3.2048 -1.3616 -0.5746  -0.64
H -1.5858 4.1147 -2.8775  0.01
H -0.1928 -4.0527 0.9589  0.11
H 2.2325 3.7964 -1.1932  0.02
H 3.4689 1.7689 -4.0750  0.09
H -0.9091 -2.5871 -4.4900  0.11
H 0.7826 4.5011 2.7004  0.04
H 0.9791 -1.7089 6.4510  0.10
H 4.0940 -0.2423 3.9239  0.09
H 1.0591 -5.5920 -0.9232  0.10
H -3.7800 -4.0597 -1.6358  0.12
H -0.5671 3.3698 2.7804  -0.01
H 0.0455 -1.2110 -2.6330  0.08
H -2.9094 -4.0114 -3.9986  0.11
H 2.7004 4.3812 0.4053  0.03
H -1.3710 -1.0535 7.0118  0.11
H -4.2736 3.3077 -0.5339  0.00
H -3.1420 3.7802 -2.1311  0.00
H -3.7311 0.2434 -3.6006  0.03
H 1.5432 -2.1911 4.0824  0.10
H 2.7008 2.6474 0.0555  0.01
H -1.5699 0.7144 -4.8853  0.03
H 1.9003 1.1256 3.0460  0.08
H -5.2059 0.1708 1.4910  0.05
H 4.8546 -1.6952 1.7472  0.12
H 0.0680 5.9283 0.2127  0.03
H 6.5177 -3.3782 -2.9357  0.10
H -2.9267 3.5343 -3.8623  0.04
H 3.0275 -3.9500 -1.8756  0.10
H -2.0805 0.9565 3.1360  0.01
H -3.3348 4.1451 0.7028  0.01
H -4.3391 1.1604 -2.2206  0.02
H -3.0859 -1.1420 5.1569  0.12
H 4.7053 -0.1511 -2.6116  0.11
H -4.0166 -0.6720 0.5387  0.00
H 1.0858 2.7660 2.7722  -0.01
H -2.4123 2.6923 3.1719  0.01
H -0.7561 5.0968 -1.1043  0.00
H -0.1369 0.4068 -3.9060  -0.01
H -3.6984 1.5357 3.5047  0.04
H -5.0784 0.4979 -0.2426  0.02
H -3.3863 -0.2996 -1.9627  0.00
H -4.9333 3.5085 1.0825  0.04
H 0.9642 1.8715 -3.0101  0.06
H 5.8671 -0.4528 0.1353  0.12
H 7.8485 -1.5560 -1.3702  0.09
H -0.4067 2.0014 -4.5776  0.03
H -1.4793 5.1377 0.4978  0.01

Values from the calculation:
LUMO level (alpha / beta) = 0.05 / -2.56 eV
2S+1 = 2
HOMO-LUMO gap (alpha / beta) = 8.05 / 5.64 eV
total charge = 0
energy above the lowest of the compared OMol25 structures with the same formula, charge and spin = 37.2 kcal/mol
<S²> = 0.7566